Record 1
Below is a single C25H37N5O5S molecule at a distorted geometry, with properties calculated with ωB97M-V/def2-TZVPD.

As for the SMILES: CCOC(=O)N1CCC(NC(=O)CN(c2ccc(C(C)C)cc2)S(=O)(=O)c2c(C)nn(C)c2C)CC1. As for the HOMO-LUMO gap: 9.001 eV. As for the spin multiplicity: 1. The energy above the lowest of the compared OMol25 structures with the same formula, charge and spin is 103.62 kJ/mol. For the HOMO energy, the calculation gives -8.5 eV. As for the electronic energy: -55050.178 eV. As for the charge: 0.

```
73
Properties=species:S:1:pos:R:3:nbo_charge:R:1
C -2.023 -4.631 -0.093 -0.633
C -1.486 -3.287 0.383 -0.073
O -2.482 -2.275 0.290 -0.532
C -2.573 -1.633 -0.901 0.902
O -1.801 -1.799 -1.819 -0.678
N -3.638 -0.807 -0.941 -0.452
C -3.902 -0.009 -2.115 -0.223
C -3.725 1.493 -1.819 -0.422
C -3.895 1.760 -0.320 -0.024
N -2.623 1.498 0.332 -0.642
C -2.410 1.428 1.651 0.675
O -3.266 1.509 2.510 -0.644
C -0.937 1.217 2.045 -0.315
N -0.074 0.951 0.924 -0.714
C 0.605 -0.254 0.720 0.220
C 0.908 -0.624 -0.588 -0.243
C 1.672 -1.746 -0.837 -0.204
C 2.142 -2.545 0.198 -0.008
C 2.973 -3.771 -0.093 -0.237
C 4.309 -3.726 0.652 -0.596
C 2.194 -5.039 0.261 -0.595
C 1.802 -2.191 1.497 -0.214
C 1.053 -1.060 1.763 -0.258
S 0.413 2.263 -0.007 2.333
O 0.149 3.437 0.769 -0.929
O -0.221 2.191 -1.301 -0.960
C 2.143 2.019 -0.181 -0.452
C 3.068 2.002 0.885 0.174
C 2.775 2.213 2.323 -0.654
N 4.277 1.766 0.417 -0.269
N 4.161 1.631 -0.907 -0.158
C 5.316 1.360 -1.711 -0.410
C 2.888 1.777 -1.326 0.232
C 2.488 1.689 -2.748 -0.672
C -4.998 0.853 0.233 -0.437
C -4.537 -0.606 0.177 -0.215
H -2.258 -4.578 -1.154 0.218
H -2.925 -4.891 0.455 0.209
H -1.275 -5.402 0.066 0.211
H -0.617 -2.991 -0.211 0.208
H -1.213 -3.327 1.440 0.184
H -3.217 -0.338 -2.897 0.248
H -4.930 -0.212 -2.438 0.187
H -4.464 2.063 -2.382 0.216
H -2.734 1.830 -2.128 0.223
H -4.169 2.811 -0.154 0.208
H -1.822 1.493 -0.283 0.424
H -0.614 2.137 2.545 0.250
H -0.905 0.398 2.764 0.238
H 0.522 -0.037 -1.405 0.241
H 1.890 -2.015 -1.861 0.214
H 3.182 -3.790 -1.168 0.201
H 4.157 -3.787 1.726 0.201
H 4.935 -4.562 0.348 0.209
H 4.835 -2.799 0.432 0.212
H 1.267 -5.081 -0.307 0.211
H 1.949 -5.058 1.320 0.201
H 2.784 -5.923 0.027 0.209
H 2.135 -2.797 2.326 0.213
H 0.826 -0.807 2.788 0.215
H 2.388 1.293 2.762 0.224
H 2.024 2.993 2.429 0.241
H 3.684 2.493 2.846 0.239
H 5.480 2.160 -2.435 0.209
H 6.171 1.296 -1.042 0.242
H 5.198 0.415 -2.245 0.208
H 3.052 2.401 -3.349 0.230
H 2.679 0.689 -3.137 0.228
H 1.428 1.910 -2.833 0.268
H -5.897 1.006 -0.366 0.202
H -5.214 1.120 1.266 0.258
H -4.007 -0.862 1.094 0.235
H -5.402 -1.275 0.081 0.191
```

=====

Record 2
Below is a single C25H37N5O5S molecule at a distorted geometry, with properties calculated with ωB97M-V/def2-TZVPD.

As for the SMILES: CCOC(=O)N1CCC(NC(=O)CN(c2ccc(C(C)C)cc2)S(=O)(=O)c2c(C)nn(C)c2C)CC1. As for the HOMO-LUMO gap: 8.781 eV. As for the spin multiplicity: 1. The energy above the lowest of the compared OMol25 structures with the same formula, charge and spin is 102.79 kJ/mol. For the HOMO energy, the calculation gives -8.3 eV. As for the electronic energy: -55050.187 eV. As for the charge: 0.

```
73
Properties=species:S:1:pos:R:3:nbo_charge:R:1
C 5.523 -3.979 -3.143 -0.636
C 5.800 -4.759 -1.865 -0.067
O 5.095 -4.215 -0.752 -0.531
C 3.797 -4.589 -0.641 0.896
O 3.251 -5.356 -1.400 -0.666
N 3.200 -4.043 0.443 -0.452
C 1.780 -4.230 0.647 -0.222
C 1.033 -2.916 0.417 -0.405
C 1.606 -1.823 1.322 -0.049
N 0.933 -0.567 1.077 -0.629
C 0.286 0.121 2.024 0.667
O 0.205 -0.206 3.192 -0.639
C -0.368 1.410 1.494 -0.314
N -1.090 1.244 0.253 -0.673
C -2.320 0.567 0.251 0.128
C -3.166 0.601 -0.854 -0.239
C -4.383 -0.054 -0.826 -0.195
C -4.810 -0.757 0.291 -0.016
C -6.144 -1.461 0.303 -0.235
C -5.962 -2.969 0.490 -0.595
C -7.054 -0.886 1.391 -0.595
C -3.960 -0.788 1.389 -0.216
C -2.738 -0.144 1.377 -0.215
S -0.243 1.868 -1.053 2.368
O -0.956 1.699 -2.278 -0.916
O 1.088 1.306 -0.997 -0.970
C -0.144 3.578 -0.653 -0.510
C -1.238 4.469 -0.599 0.185
C -2.664 4.155 -0.851 -0.652
N -0.811 5.675 -0.284 -0.266
N 0.514 5.593 -0.137 -0.157
C 1.279 6.757 0.202 -0.411
C 0.973 4.343 -0.350 0.234
C 2.406 3.980 -0.253 -0.673
C 3.111 -1.686 1.075 -0.417
C 3.799 -3.037 1.288 -0.214
H 4.473 -4.071 -3.408 0.226
H 6.127 -4.379 -3.953 0.214
H 5.764 -2.928 -3.004 0.206
H 6.854 -4.697 -1.586 0.184
H 5.509 -5.806 -1.994 0.200
H 1.443 -4.998 -0.051 0.249
H 1.617 -4.577 1.673 0.188
H -0.030 -3.053 0.623 0.221
H 1.144 -2.612 -0.626 0.204
H 1.423 -2.072 2.374 0.225
H 1.037 -0.146 0.159 0.430
H -1.028 1.811 2.270 0.234
H 0.429 2.135 1.308 0.236
H -2.866 1.122 -1.745 0.246
H -5.014 -0.010 -1.702 0.210
H -6.625 -1.293 -0.667 0.200
H -5.313 -3.370 -0.286 0.213
H -5.516 -3.187 1.457 0.201
H -6.923 -3.475 0.433 0.207
H -7.181 0.185 1.251 0.211
H -6.629 -1.055 2.377 0.201
H -8.032 -1.360 1.353 0.207
H -4.245 -1.328 2.279 0.212
H -2.116 -0.213 2.253 0.227
H -2.765 3.663 -1.816 0.237
H -3.244 5.074 -0.842 0.238
H -3.047 3.479 -0.087 0.231
H 2.002 6.985 -0.582 0.209
H 0.581 7.585 0.305 0.243
H 1.810 6.609 1.144 0.209
H 3.001 4.592 -0.930 0.231
H 2.776 4.140 0.760 0.227
H 2.527 2.934 -0.520 0.269
H 3.535 -0.946 1.754 0.217
H 3.274 -1.349 0.049 0.203
H 4.861 -2.970 1.061 0.238
H 3.676 -3.349 2.332 0.189
```

=====

Record 3
Below is a molecular structure, C25H38I2IrN2O4SSi at a distorted geometry, with properties calculated with ωB97M-V/def2-TZVPD.

As for the HOMO-LUMO gap (spin up / spin down): 6.769 / 5.525 eV. As for the spin multiplicity: 2. The energy above the lowest of the compared OMol25 structures with the same formula, charge and spin is 0.00 kJ/mol. The expectation value of S² is 0.798. For the HOMO energy (spin up / spin down), the calculation gives -13.8 / -13.9 eV. As for the electronic energy: -75455.138 eV. As for the charge: +2.

```
74
Properties=species:S:1:pos:R:3:mulliken_spin:R:1
Ir -0.088 -0.172 -0.253 0.022
I 1.521 2.932 6.768 0.128
C 0.743 2.042 5.085 0.251
C -0.503 1.405 5.132 -0.069
C -0.981 0.807 3.999 0.154
I -2.814 -0.157 3.983 0.043
C -0.226 0.813 2.757 0.127
O -0.705 0.243 1.743 0.251
C 1.040 1.481 2.747 0.076
C 1.927 1.429 1.539 0.016
N 1.243 1.528 0.231 -0.003
C 2.249 1.608 -0.848 -0.006
C 1.694 1.206 -2.170 0.003
C 2.427 1.338 -3.334 -0.001
C 1.884 0.884 -4.524 0.003
C 0.603 0.347 -4.520 -0.002
C -0.064 0.247 -3.320 0.006
N 0.484 0.653 -2.159 -0.016
C 1.492 2.077 3.886 0.019
H -1.082 1.386 6.045 0.001
H 2.464 0.479 1.542 0.002
H 2.667 2.229 1.627 0.001
H 0.643 2.351 0.208 -0.001
H 3.049 0.907 -0.598 0.002
H 2.688 2.605 -0.915 0.000
H 3.419 1.769 -3.300 0.000
H 2.449 0.956 -5.444 0.000
H 0.133 0.008 -5.432 0.000
H -1.066 -0.153 -3.268 -0.001
H 2.453 2.578 3.883 0.000
C -3.035 -1.070 -0.905 -0.003
C -2.410 -2.425 -0.620 0.002
C -2.841 -2.930 0.749 -0.001
C -2.750 -3.434 -1.702 0.000
O -0.932 -2.214 -0.638 -0.010
Si 0.327 -3.254 -0.278 -0.005
S 1.752 -1.639 -0.006 0.000
O 0.735 -4.206 -1.481 -0.002
C 1.721 -4.345 -2.545 -0.001
C 1.754 -3.067 -3.370 0.002
C 3.071 -4.629 -1.908 0.000
C 1.252 -5.525 -3.378 0.000
O 0.047 -3.930 1.133 0.008
C 0.425 -5.159 1.828 0.001
C -0.186 -5.047 3.211 0.000
C -0.147 -6.335 1.049 0.000
C 1.942 -5.232 1.896 -0.001
H -4.115 -1.107 -0.771 0.000
H -2.827 -0.755 -1.929 -0.001
H -2.645 -0.320 -0.207 0.003
H -3.929 -2.967 0.797 0.000
H -2.470 -2.277 1.541 0.003
H -2.452 -3.932 0.923 -0.001
H -3.822 -3.632 -1.695 0.000
H -2.227 -4.375 -1.517 0.000
H -2.468 -3.071 -2.691 0.000
H 2.070 -2.221 -2.752 -0.001
H 0.766 -2.856 -3.785 0.000
H 2.464 -3.176 -4.190 0.000
H 3.371 -3.806 -1.255 0.000
H 3.832 -4.754 -2.679 0.000
H 3.026 -5.547 -1.322 0.000
H 0.255 -5.337 -3.777 0.000
H 1.215 -6.425 -2.763 0.000
H 1.939 -5.699 -4.206 0.000
H -1.265 -4.901 3.140 0.000
H 0.242 -4.197 3.745 0.000
H 0.010 -5.954 3.781 0.000
H -1.235 -6.262 0.998 0.000
H 0.117 -7.277 1.528 0.000
H 0.250 -6.336 0.032 0.000
H 2.342 -4.363 2.421 0.000
H 2.365 -5.259 0.889 0.000
H 2.249 -6.134 2.425 0.000
```

=====

Record 4
Below is a molecular structure, C25H38IrN3O3PS2SiTe at a distorted geometry, with properties calculated with ωB97M-V/def2-TZVPD.

As for the HOMO-LUMO gap: 4.547 eV. As for the spin multiplicity: 1. The energy above the lowest of the compared OMol25 structures with the same formula, charge and spin is 0.00 kJ/mol. For the HOMO energy, the calculation gives -2.7 eV. As for the electronic energy: -86125.747 eV. As for the charge: -1.

```
75
Properties=species:S:1:pos:R:3:lowdin_charge:R:1
Ir -0.952 -0.082 0.301 0.493
O -0.436 -3.282 2.809 0.006
C -0.991 -2.226 2.501 -0.606
O -0.351 -1.321 1.838 -0.316
C -2.358 -1.891 3.057 -0.129
C -2.689 -2.596 4.217 -0.048
C -3.875 -2.397 4.894 -0.114
C -4.771 -1.456 4.400 -0.119
C -4.471 -0.744 3.261 -0.155
C -3.272 -0.932 2.545 -0.568
S -3.160 0.013 1.075 0.527
H -1.965 -3.320 4.567 0.106
H -4.101 -2.966 5.788 0.086
H -5.710 -1.273 4.912 0.091
H -5.170 -0.007 2.885 0.082
C -1.725 -0.176 -6.968 -0.060
C -1.598 0.285 -5.541 -0.280
C -2.578 -0.008 -4.604 -0.049
C -2.431 0.348 -3.270 -0.173
C -1.309 1.068 -2.888 -0.395
C -0.329 1.399 -3.811 -0.089
C -0.472 0.996 -5.131 -0.051
S -1.041 1.516 -1.173 0.573
C -2.445 2.601 -0.940 -0.221
O 0.180 2.348 -1.246 -0.480
H -2.681 -0.669 -7.139 0.070
H -0.936 -0.889 -7.215 0.078
H -1.643 0.659 -7.667 0.074
H -3.451 -0.577 -4.902 0.113
H -3.177 0.059 -2.543 0.060
H 0.522 1.981 -3.486 0.098
H 0.299 1.243 -5.853 0.107
H -2.397 3.334 -1.744 0.067
H -2.350 3.072 0.034 0.044
H -3.359 2.010 -0.982 0.038
C 3.260 -2.809 -1.609 -0.128
N 2.835 -2.829 -0.151 -0.073
C 3.685 -1.862 0.659 -0.118
N 3.695 -0.580 0.062 -0.139
C 4.090 -0.644 -1.338 -0.175
N 3.206 -1.489 -2.151 -0.134
C 1.826 -0.949 -2.318 -0.268
P 0.983 -0.787 -0.682 0.700
C 1.369 -2.501 -0.085 -0.316
C 2.389 0.091 0.144 -0.287
H 2.587 -3.482 -2.139 0.143
H 4.285 -3.186 -1.651 0.133
H 2.957 -3.764 0.238 0.179
H 4.692 -2.286 0.695 0.135
H 3.239 -1.831 1.653 0.152
H 5.103 -1.051 -1.409 0.126
H 4.082 0.364 -1.752 0.132
H 1.241 -1.612 -2.958 0.069
H 1.892 0.019 -2.815 0.085
H 0.839 -3.209 -0.720 -0.013
H 1.012 -2.623 0.939 0.072
H 2.070 0.265 1.164 0.040
H 2.497 1.067 -0.336 0.092
Te -1.623 -2.231 -1.337 0.189
C 2.284 1.401 3.376 -0.195
Si 0.840 2.410 2.648 0.424
C 0.122 3.238 4.192 -0.200
C 1.614 3.766 1.589 -0.192
C -0.546 1.526 1.779 -0.407
H 2.785 2.018 4.128 0.020
H 3.047 1.092 2.663 0.000
H 1.906 0.506 3.879 0.031
H 0.876 3.846 4.700 0.017
H -0.233 2.478 4.893 0.026
H -0.729 3.876 3.945 0.022
H 2.358 4.334 2.155 0.019
H 0.849 4.461 1.235 0.025
H 2.093 3.345 0.703 0.007
H -1.143 2.378 1.424 -0.037
H -1.144 1.123 2.608 -0.019
```

=====

no.,molecular weight (g/mol)
1,519.7
2,519.7
3,936.8
4,871.6